[1]
Here is a cluster of 14 separate species, C38H83N11O16 in total at a distorted geometry from the Open Molecules 2025 dataset. Energies are from wB97M-V/def2-TZVPD.

Its multiplicity is 2. For the total energy, the calculation gives -3303.78266 Eh. Its total charge is +1.

Bonds (Å) are listed after each position.
Geometry (Å):
1 O 7.05 -0.65 -1.59  C2 1.272
2 C 6.35 -1.56 -2.14  O1 1.272, N3 1.322, C4 1.577
3 N 6.48 -1.79 -3.44  C2 1.322, H5 1.010, H6 1.010
4 C 5.32 -2.36 -1.25  C2 1.577, H7 1.090, H8 1.090, H9 1.090
5 H 5.86 -2.49 -3.82  N3 1.010
6 H 7.20 -1.34 -3.98  N3 1.010
7 H 5.18 -3.26 -1.85  C4 1.090
8 H 4.42 -1.75 -1.11  C4 1.090
9 H 5.74 -2.57 -0.27  C4 1.090
10 O -4.36 4.46 2.83  C11 1.246
11 C -3.30 4.03 2.33  O10 1.246, N12 1.313, C13 1.539
12 N -2.38 3.47 3.08  C11 1.313, H14 1.010, H15 1.010
13 C -2.96 4.20 0.84  C11 1.539, H16 1.090, H17 1.090, H18 1.090
14 H -1.48 3.15 2.75  N12 1.010
15 H -2.62 3.26 4.04  N12 1.010
16 H -1.88 4.27 0.68  C13 1.090
17 H -3.48 5.12 0.56  C13 1.090
18 H -3.34 3.32 0.32  C13 1.090
19 O -0.37 -3.35 1.64  C20 1.246
20 C -0.46 -4.40 2.30  O19 1.246, N21 1.288, C22 1.489
21 N -0.05 -5.54 1.89  C20 1.288, H23 1.010, H24 1.010
22 C -0.94 -4.39 3.71  C20 1.489, H25 1.090, H26 1.090, H27 1.090
23 H -0.02 -6.41 2.41  N21 1.010
24 H 0.56 -5.58 1.08  N21 1.010
25 H -0.62 -5.27 4.26  C22 1.090
26 H -2.01 -4.16 3.71  C22 1.090
27 H -0.35 -3.55 4.09  C22 1.090
28 O 0.53 3.71 -4.21  C29 1.219
29 C 1.40 4.43 -3.76  O28 1.219, N30 1.329, C31 1.502
30 N 1.06 5.53 -3.11  C29 1.329, H32 1.010, H33 1.010
31 C 2.82 3.93 -3.85  C29 1.502, H34 1.090, H35 1.090, H36 1.090
32 H 1.76 6.22 -2.91  N30 1.010
33 H 0.08 5.73 -2.95  N30 1.010
34 H 3.22 4.43 -4.74  C31 1.090
35 H 2.92 2.86 -4.01  C31 1.090
36 H 3.37 4.29 -2.98  C31 1.090
37 O -6.15 -0.93 -1.62  C38 1.231
38 C -5.80 -2.08 -1.38  O37 1.231, N39 1.320, C40 1.538
39 N -6.48 -2.84 -0.55  C38 1.320, H41 1.010, H42 1.010
40 C -4.62 -2.73 -2.13  C38 1.538, H43 1.090, H44 1.090, H45 1.090
41 H -7.08 -2.36 0.11  N39 1.010
42 H -6.10 -3.75 -0.32  N39 1.010
43 H -3.93 -3.19 -1.42  C40 1.090
44 H -4.16 -2.02 -2.82  C40 1.090
45 H -5.04 -3.61 -2.62  C40 1.090
46 O 5.02 1.60 0.71  C47 1.248
47 C 5.92 2.13 0.02  O46 1.248, N48 1.318, C49 1.536
48 N 6.99 2.59 0.62  C47 1.318, H50 1.010, H51 1.010
49 C 5.79 2.32 -1.50  C47 1.536, H52 1.090, H53 1.090, H54 1.090
50 H 7.07 2.41 1.61  N48 1.010
51 H 7.68 3.17 0.16  N48 1.010
52 H 6.71 2.68 -1.96  C49 1.090
53 H 4.99 3.01 -1.75  C49 1.090
54 H 5.45 1.37 -1.92  C49 1.090
55 O -2.44 -0.14 -5.10  C56 1.207
56 C -1.38 0.43 -5.03  O55 1.207, N57 1.326, C58 1.587
57 N -1.37 1.75 -4.86  C56 1.326, H59 1.010, H60 1.010
58 C 0.00 -0.34 -5.23  C56 1.587, H61 1.090, H62 1.090, H63 1.090
59 H -0.52 2.28 -4.76  N57 1.010
60 H -2.25 2.25 -4.87  N57 1.010
61 H 0.09 -1.35 -4.84  C58 1.090
62 H 0.83 0.26 -4.88  C58 1.090
63 H 0.18 -0.42 -6.31  C58 1.090
64 O -4.27 2.75 -3.95  C65 1.188
65 C -5.12 2.10 -3.45  O64 1.188, N66 1.310, C67 1.494
66 N -4.95 0.80 -3.34  C65 1.310, H68 1.010, H69 1.010
67 C -6.37 2.69 -2.88  C65 1.494, H70 1.090, H71 1.090, H72 1.090
68 H -4.12 0.52 -3.85  N66 1.010
69 H -5.40 0.20 -2.67  N66 1.010
70 H -7.08 3.12 -3.58  C67 1.090
71 H -6.14 3.47 -2.14  C67 1.090
72 H -6.94 1.94 -2.33  C67 1.090
73 O -1.56 1.84 5.71  C74 1.207
74 C -0.59 1.11 5.67  O73 1.207, N75 1.307, C76 1.476
75 N 0.44 1.40 4.92  C74 1.307, H77 1.010, H78 1.010
76 C -0.51 -0.03 6.59  C74 1.476, H79 1.090, H80 1.090, H81 1.090
77 H 0.52 2.21 4.32  N75 1.010
78 H 1.24 0.81 5.10  N75 1.010
79 H 0.49 -0.02 7.04  C76 1.090
80 H -0.78 -0.93 6.03  C76 1.090
81 H -1.25 0.14 7.37  C76 1.090
82 O 0.84 3.26 2.68  C83 1.216
83 C 1.92 3.12 2.14  O82 1.216, N84 1.287, C85 1.510
84 N 2.12 2.32 1.15  C83 1.287, H86 1.010, H87 1.010
85 C 3.20 3.57 2.81  C83 1.510, H88 1.090, H89 1.090, H90 1.090
86 H 1.29 1.96 0.70  N84 1.010
87 H 3.00 1.83 1.05  N84 1.010
88 H 3.25 3.33 3.88  C85 1.090
89 H 3.21 4.65 2.99  C85 1.090
90 H 4.12 3.18 2.40  C85 1.090
91 C -0.66 0.08 1.50  C92 1.444, H98 1.090, H99 1.090, H100 1.090
92 C -0.12 -0.26 0.21  C91 1.444, N93 1.407, H101 1.090, H102 1.090
93 N -0.06 0.89 -0.60  C92 1.407, C94 1.493, C96 1.434
94 C 0.67 0.68 -1.89  N93 1.493, C95 1.516, H103 1.090, H104 1.090
95 C 2.14 0.93 -1.64  C94 1.516, H105 1.090, H106 1.090, H107 1.090
96 C -1.34 1.50 -0.87  N93 1.434, C97 1.561, H108 1.090, H109 1.090
97 C -2.39 0.50 -1.45  C96 1.561, H110 1.090, H111 1.090, H112 1.090
98 H -1.70 0.43 1.48  C91 1.090
99 H -0.06 0.88 1.93  C91 1.090
100 H -0.60 -0.68 2.28  C91 1.090
101 H 0.90 -0.58 0.42  C92 1.090
102 H -0.64 -1.10 -0.25  C92 1.090
103 H 0.56 -0.30 -2.33  C94 1.090
104 H 0.33 1.39 -2.65  C94 1.090
105 H 2.76 0.65 -2.50  C95 1.090
106 H 2.34 1.99 -1.54  C95 1.090
107 H 2.57 0.35 -0.82  C95 1.090
108 H -1.39 2.23 -1.67  C96 1.090
109 H -1.74 1.89 0.07  C96 1.090
110 H -2.63 -0.29 -0.74  C97 1.090
111 H -2.24 0.06 -2.43  C97 1.090
112 H -3.34 1.03 -1.57  C97 1.090
113 O 1.77 -5.46 -0.19  C114 1.260
114 C 1.80 -4.70 -1.19  O113 1.260, O115 1.361, C118 1.543
115 O 2.86 -4.56 -2.04  C114 1.361, C116 1.485
116 C 2.45 -3.94 -3.33  O115 1.485, C117 1.496, H119 1.090, H120 1.090
117 C 1.31 -3.10 -2.88  C116 1.496, C118 1.526, H121 1.090, H122 1.090
118 C 0.65 -3.79 -1.69  C114 1.543, C117 1.526, H123 1.090, H124 1.090
119 H 2.12 -4.64 -4.10  C116 1.090
120 H 3.24 -3.34 -3.78  C116 1.090
121 H 0.60 -3.05 -3.70  C117 1.090
122 H 1.63 -2.09 -2.61  C117 1.090
123 H -0.15 -4.52 -1.82  C118 1.090
124 H 0.30 -3.12 -0.90  C118 1.090
125 O -6.13 -2.32 4.87  C126 1.241
126 C -5.56 -1.51 4.12  O125 1.241, O127 1.339, C130 1.480
127 O -4.45 -0.89 4.52  C126 1.339, C128 1.405
128 C -3.80 -0.24 3.46  O127 1.405, C129 1.521, H131 1.090, H132 1.090
129 C -4.46 -0.71 2.17  C128 1.521, C130 1.506, H133 1.090, H134 1.090
130 C -5.79 -1.15 2.71  C126 1.480, C129 1.506, H135 1.090, H136 1.090
131 H -2.76 -0.59 3.48  C128 1.090
132 H -3.92 0.84 3.45  C128 1.090
133 H -3.84 -1.56 1.86  C129 1.090
134 H -4.41 0.09 1.44  C129 1.090
135 H -6.22 -2.04 2.24  C130 1.090
136 H -6.51 -0.34 2.63  C130 1.090
137 O 2.29 -0.48 4.80  C138 1.226
138 C 2.52 -1.33 3.94  O137 1.226, O139 1.368, C142 1.479
139 O 2.65 -2.67 4.19  C138 1.368, C140 1.452
140 C 3.12 -3.39 3.03  O139 1.452, C141 1.535, H143 1.090, H144 1.090
141 C 2.93 -2.39 1.88  C140 1.535, C142 1.550, H145 1.090, H146 1.090
142 C 3.01 -1.02 2.58  C138 1.479, C141 1.550, H147 1.090, H148 1.090
143 H 2.59 -4.34 2.97  C140 1.090
144 H 4.19 -3.60 3.14  C140 1.090
145 H 1.92 -2.64 1.52  C141 1.090
146 H 3.74 -2.59 1.18  C141 1.090
147 H 2.32 -0.24 2.24  C142 1.090
148 H 4.04 -0.66 2.56  C142 1.090

[2]
Here is a cluster of 3 separate species, C38H85N5O3P in total at a distorted geometry from the Open Molecules 2025 dataset. Energies are from wB97M-V/def2-TZVPD.

For the total energy, the calculation gives -2339.32118 Eh. Its total charge is +1.

Bonds (Å) are listed after each position.
Geometry (Å):
1 C 2.18 -6.28 -5.33  C2 1.579, H34 1.118, H35 1.118, H36 1.110
2 C 2.71 -5.76 -3.93  C1 1.579, P3 1.878, H37 1.126, H38 1.118
3 P 1.45 -5.84 -2.54  C2 1.878, C4 1.877, N6 1.775
4 C -0.20 -6.52 -3.10  P3 1.877, C5 1.598, H39 1.124, H40 1.113
5 C -1.42 -5.78 -2.37  C4 1.598, H41 1.116, H42 1.119, H43 1.111
6 N 2.23 -6.83 -1.28  P3 1.775, C7 1.478, C24 1.411
7 C 1.99 -8.28 -1.38  N6 1.478, O8 1.439, H44 1.114, H45 1.110
8 O 2.48 -8.85 -0.15  C7 1.439, C9 1.424
9 C 1.51 -8.56 0.85  O8 1.424, N10 1.483, H46 1.119, H47 1.125
10 N 1.21 -7.11 0.96  C9 1.483, C11 1.495, C24 1.458
11 C -0.22 -6.83 0.61  N10 1.495, C12 1.572, H48 1.123, H49 1.121
12 C -1.20 -6.85 1.83  C11 1.572, C13 1.582, H50 1.122, H51 1.111
13 C -2.05 -5.52 1.78  C12 1.582, C14 1.568, H52 1.121, H53 1.118
14 C -3.47 -5.63 2.43  C13 1.568, C15 1.568, H54 1.123, H55 1.115
15 C -4.59 -6.12 1.44  C14 1.568, C16 1.580, H56 1.120, H57 1.116
16 C -4.79 -5.19 0.18  C15 1.580, C17 1.574, H58 1.123, H59 1.124
17 C -6.26 -4.68 -0.05  C16 1.574, C18 1.598, H60 1.113, H61 1.119
18 C -6.39 -3.15 0.39  C17 1.598, C19 1.579, H62 1.114, H63 1.119
19 C -6.69 -2.22 -0.84  C18 1.579, C20 1.594, H64 1.113, H65 1.118
20 C -7.66 -1.01 -0.43  C19 1.594, C21 1.560, H66 1.114, H67 1.121
21 C -6.87 0.33 -0.37  C20 1.560, O22 1.426, H68 1.120, H69 1.124
22 O -7.74 1.39 0.03  C21 1.426, C23 1.420
23 C -7.17 2.64 -0.34  O22 1.420, H70 1.124, H71 1.122, H72 1.120
24 C 2.02 -6.34 0.03  N6 1.411, N10 1.458, N25 1.297
25 N 2.56 -5.25 0.48  C24 1.297, C26 1.479, H73 1.017
26 C 3.44 -4.40 -0.35  N25 1.479, C27 1.567, H74 1.125, H75 1.119
27 C 4.15 -3.25 0.44  C26 1.567, C28 1.589, H76 1.117, H77 1.114
28 C 5.18 -2.54 -0.54  C27 1.589, C29 1.585, H78 1.115, H79 1.117
29 C 5.10 -0.98 -0.26  C28 1.585, C30 1.584, H80 1.119, H81 1.116
30 C 6.44 -0.29 -0.74  C29 1.584, C31 1.569, H82 1.121, H83 1.116
31 C 6.16 1.18 -1.21  C30 1.569, O32 1.426, H84 1.127, H85 1.121
32 O 5.70 1.92 -0.08  C31 1.426, C33 1.436
33 C 5.78 3.33 -0.32  O32 1.436, H86 1.115, H87 1.122, H88 1.114
34 H 1.43 -5.53 -5.70  C1 1.118
35 H 1.63 -7.23 -5.15  C1 1.118
36 H 3.03 -6.43 -6.03  C1 1.110
37 H 3.56 -6.44 -3.64  C2 1.126
38 H 3.14 -4.73 -3.97  C2 1.118
39 H -0.30 -6.22 -4.18  C4 1.124
40 H -0.30 -7.63 -3.08  C4 1.113
41 H -1.88 -6.50 -1.66  C5 1.116
42 H -1.03 -4.92 -1.77  C5 1.119
43 H -2.20 -5.46 -3.09  C5 1.111
44 H 0.92 -8.58 -1.45  C7 1.114
45 H 2.64 -8.69 -2.18  C7 1.110
46 H 1.92 -8.94 1.81  C9 1.119
47 H 0.60 -9.18 0.64  C9 1.125
48 H -0.23 -5.80 0.16  C11 1.123
49 H -0.53 -7.54 -0.20  C11 1.121
50 H -1.93 -7.69 1.69  C12 1.122
51 H -0.70 -7.03 2.81  C12 1.111
52 H -2.20 -5.23 0.71  C13 1.121
53 H -1.41 -4.71 2.22  C13 1.118
54 H -3.76 -4.60 2.76  C14 1.123
55 H -3.43 -6.30 3.33  C14 1.115
56 H -5.55 -6.12 2.02  C15 1.120
57 H -4.36 -7.15 1.09  C15 1.116
58 H -4.08 -4.32 0.24  C16 1.123
59 H -4.44 -5.78 -0.71  C16 1.124
60 H -6.99 -5.29 0.53  C17 1.113
61 H -6.54 -4.78 -1.13  C17 1.119
62 H -5.46 -2.78 0.88  C18 1.114
63 H -7.23 -3.13 1.12  C18 1.119
64 H -7.18 -2.81 -1.65  C19 1.113
65 H -5.75 -1.78 -1.24  C19 1.118
66 H -8.12 -1.29 0.54  C20 1.114
67 H -8.46 -0.91 -1.21  C20 1.121
68 H -6.02 0.25 0.35  C21 1.120
69 H -6.44 0.58 -1.38  C21 1.124
70 H -7.18 2.77 -1.46  C23 1.124
71 H -6.14 2.80 0.06  C23 1.122
72 H -7.83 3.45 0.08  C23 1.120
73 H 2.38 -4.97 1.44  N25 1.017
74 H 2.77 -3.89 -1.10  C26 1.125
75 H 4.13 -5.03 -0.96  C26 1.119
76 H 3.41 -2.48 0.76  C27 1.117
77 H 4.73 -3.69 1.29  C27 1.114
78 H 4.95 -2.77 -1.60  C28 1.115
79 H 6.23 -2.85 -0.32  C28 1.117
80 H 4.98 -0.87 0.85  C29 1.119
81 H 4.26 -0.50 -0.82  C29 1.116
82 H 6.83 -0.88 -1.61  C30 1.121
83 H 7.19 -0.28 0.09  C30 1.116
84 H 5.34 1.22 -1.99  C31 1.127
85 H 7.11 1.58 -1.65  C31 1.121
86 H 6.20 3.81 0.59  C33 1.115
87 H 4.75 3.75 -0.51  C33 1.122
88 H 6.42 3.60 -1.19  C33 1.114
89 C -5.08 8.24 0.39  C90 1.523, H96 1.092, H97 1.092, H98 1.092
90 C -4.78 6.76 0.57  C89 1.523, N91 1.455, H99 1.095, H100 1.100
91 N -3.35 6.46 0.59  C90 1.455, C92 1.456, C94 1.457
92 C -3.07 5.03 0.49  N91 1.456, C93 1.530, H101 1.095, H102 1.096
93 C -3.54 4.12 1.63  C92 1.530, H103 1.090, H104 1.094, H105 1.091
94 C -2.56 7.18 1.58  N91 1.457, C95 1.530, H106 1.094, H107 1.095
95 C -2.95 7.04 3.05  C94 1.530, H108 1.091, H109 1.093, H110 1.089
96 H -4.61 8.64 -0.51  C89 1.092
97 H -6.16 8.39 0.29  C89 1.092
98 H -4.75 8.83 1.25  C89 1.092
99 H -5.23 6.24 -0.28  C90 1.095
100 H -5.29 6.40 1.47  C90 1.100
101 H -2.00 4.89 0.35  C92 1.095
102 H -3.53 4.67 -0.43  C92 1.096
103 H -2.91 4.23 2.52  C93 1.090
104 H -3.48 3.08 1.32  C93 1.094
105 H -4.58 4.32 1.92  C93 1.091
106 H -2.59 8.24 1.32  C94 1.094
107 H -1.51 6.91 1.46  C94 1.095
108 H -4.03 7.10 3.21  C95 1.091
109 H -2.50 7.85 3.63  C95 1.093
110 H -2.60 6.10 3.48  C95 1.089
111 C 5.96 10.71 0.53  C112 1.523, H118 1.092, H119 1.092, H120 1.092
112 C 4.83 9.68 0.51  C111 1.523, N113 1.455, H121 1.094, H122 1.099
113 N 5.26 8.36 0.08  C112 1.455, C114 1.457, C116 1.457
114 C 4.15 7.46 -0.18  N113 1.457, C115 1.530, H123 1.095, H124 1.096
115 C 3.25 7.07 0.99  C114 1.530, H125 1.090, H126 1.093, H127 1.091
116 C 6.37 7.78 0.82  N113 1.457, C117 1.530, H128 1.094, H129 1.095
117 C 6.21 7.59 2.33  C116 1.530, H130 1.091, H131 1.093, H132 1.090
118 H 6.44 10.79 -0.45  C111 1.092
119 H 5.55 11.70 0.78  C111 1.092
120 H 6.72 10.48 1.27  C111 1.092
121 H 4.07 10.05 -0.18  C112 1.094
122 H 4.36 9.66 1.51  C112 1.099
123 H 4.53 6.55 -0.66  C114 1.095
124 H 3.51 7.93 -0.95  C114 1.096
125 H 3.74 6.34 1.64  C115 1.090
126 H 2.34 6.60 0.62  C115 1.093
127 H 2.95 7.92 1.59  C115 1.091
128 H 7.26 8.40 0.64  C116 1.094
129 H 6.63 6.81 0.37  C116 1.095
130 H 5.76 8.46 2.81  C117 1.091
131 H 7.19 7.44 2.78  C117 1.093
132 H 5.62 6.71 2.57  C117 1.090

- Which value of total charge does entry 2 give?
  +1